[1]
A molecular structure, C32H40AuBN3O3STe at a distorted geometry, computed with wB97M-V/def2-TZVPD.

Frontier orbital gap (spin up / spin down): 7.0 / 7.0 eV
LUMO energy (spin up / spin down): -3.337 / -3.337 eV
Energy relative to the best compared isomer or geometry (same formula, charge and spin): 16.32 kcal per mole
Multiplicity: 1
HOMO energy (spin up / spin down): -10.3 / -10.3 eV
Net charge: +1

Geometry (Å):
Au1 0.214 0.205 0.690
S1 1.382 0.297 5.208
C1 -0.355 0.244 5.237
C2 -1.210 0.300 6.337
C3 -2.568 0.224 6.102
C4 -3.068 0.114 4.796
C5 -2.219 0.070 3.711
C6 -0.846 0.119 3.939
N1 0.160 0.041 2.971
C7 1.340 0.114 3.495
C8 2.507 0.110 2.619
C9 3.821 0.022 3.078
C10 4.875 0.093 2.183
C11 4.620 0.264 0.825
C12 3.312 0.336 0.356
C13 2.254 0.238 1.251
H1 -0.822 0.399 7.342
H2 -3.256 0.254 6.939
H3 -4.138 0.062 4.640
H4 -2.600 0.016 2.700
H5 4.016 -0.092 4.140
H6 5.893 0.022 2.543
H7 5.445 0.329 0.126
H8 3.119 0.447 -0.703
C14 0.207 -4.206 0.387
Te1 -0.965 -2.551 1.037
C15 -2.117 -2.869 -0.731
C16 -1.630 -4.162 -1.333
C17 -2.258 -4.703 -2.455
C18 -1.818 -5.898 -2.998
C19 -0.756 -6.578 -2.409
C20 -0.122 -6.042 -1.302
C21 -0.542 -4.823 -0.771
H9 0.313 -4.892 1.224
H10 1.200 -3.860 0.104
H11 -1.970 -2.032 -1.403
H12 -3.171 -2.901 -0.458
H13 -3.105 -4.186 -2.896
H14 -2.309 -6.309 -3.872
H15 -0.423 -7.525 -2.816
H16 0.700 -6.575 -0.838
C22 -0.957 5.555 2.125
N2 -0.552 4.151 2.100
C23 -0.014 3.608 3.347
C24 -0.970 3.286 1.140
O1 -1.150 2.072 1.389
N3 -1.197 3.778 -0.111
C25 -1.863 2.917 -1.073
C26 -0.410 4.864 -0.691
H17 -1.522 5.747 3.039
H18 -1.601 5.784 1.283
H19 -0.096 6.225 2.109
H20 -0.240 4.298 4.157
H21 1.070 3.488 3.291
H22 -0.467 2.649 3.565
H23 -1.137 2.343 -1.660
H24 -2.452 3.530 -1.755
H25 -2.521 2.222 -0.561
H26 0.387 5.161 -0.016
H27 -1.024 5.734 -0.928
H28 0.049 4.510 -1.617
C27 1.967 0.943 -4.262
C28 1.395 -0.122 -3.354
C29 2.198 -1.406 -3.472
O2 1.555 0.335 -1.968
B1 0.381 0.101 -1.327
O3 -0.645 -0.310 -2.098
C30 -0.164 -0.336 -3.497
C31 -0.578 -1.672 -4.074
C32 -0.871 0.790 -4.224
H29 3.038 1.030 -4.076
H30 1.509 1.915 -4.082
H31 1.826 0.674 -5.312
H32 3.254 -1.179 -3.325
H33 2.075 -1.863 -4.457
H34 1.899 -2.128 -2.709
H35 -0.149 -2.511 -3.527
H36 -0.285 -1.745 -5.124
H37 -1.666 -1.755 -4.021
H38 -0.693 1.752 -3.742
H39 -1.946 0.601 -4.213
H40 -0.543 0.850 -5.262

Mulliken atomic charge list, values in e, 2 entries: 0.439 -0.329

=====

[2]
C5H8OS in the gas phase, computed with wB97M-V/def2-TZVPD.

Frontier orbital gap: 9.6 eV
LUMO energy: 0.953 eV
SMILES: C[C@@H]1O[C@@H]2C[C@H]2S1
Energy relative to the best compared isomer or geometry (same formula, charge and spin): 78.61 kcal per mole
Multiplicity: 1
HOMO energy: -8.6 eV
Net charge: 0

Geometry (Å):
C1 -2.266 -0.195 0.384
C2 -1.073 0.009 -0.537
C3 1.153 0.763 0.436
C4 2.399 -0.092 0.148
C5 1.100 -0.398 -0.510
H1 -2.687 -1.191 0.201
H2 -1.951 -0.125 1.438
H3 -3.013 0.578 0.199
H4 -1.337 -0.007 -1.593
H5 0.856 0.410 1.414
H6 3.164 0.195 -0.563
H7 2.770 -0.560 1.063
H8 1.189 -0.065 -1.555
O1 -0.120 -1.039 -0.287
S1 -0.184 1.714 -0.239

Mulliken atomic charge list, values in e, 2 entries: -1.166 0.101

=====

The highest net charge belongs to which entry? C32H40AuBN3O3STe